[1]
{
  "formula": "C21H28Br2Cl2NO2PbSi",
  "method": "ωB97M-V/def2-TZVPD",
  "charge": 1,
  "total_energy_ev": -206070.016,
  "gap_ev": 8.3,
  "e_lumo_ha": -0.1334,
  "e_above_lowest_ev": 0.185,
  "elements": ["Pb", "Cl", "C", "C", "C", "Cl", "C", "O", "C", "C", "O", "C", "H", "H", "H", "Br", "C", "C", "C", "C", "C", "N", "H", "H", "H", "H", "C", "Si", "C", "C", "C", "C", "C", "C", "C", "C", "H", "H", "H", "H", "H", "H", "H", "H", "H", "H", "H", "H", "H", "H", "H", "H", "H", "H", "H", "H", "H", "Br"],
  "coordinates": [[-1.444, -0.414, -0.387], [-0.500, 4.345, 5.104], [-0.205, 3.321, 3.751], [0.614, 2.217, 3.886], [0.876, 1.403, 2.790], [1.821, -0.019, 3.046], [0.348, 1.689, 1.543], [0.652, 0.944, 0.440], [-0.568, 2.751, 1.447], [-1.441, 2.973, 0.285], [-1.770, 2.128, -0.527], [-0.812, 3.582, 2.534], [1.056, 1.976, 4.842], [-1.872, 3.983, 0.206], [-1.499, 4.413, 2.436], [-0.366, -3.382, -1.952], [-0.059, -3.581, -0.090], [0.445, -4.781, 0.374], [0.648, -4.902, 1.739], [0.333, -3.837, 2.569], [-0.173, -2.683, 2.005], [-0.360, -2.548, 0.685], [0.664, -5.585, -0.313], [1.042, -5.824, 2.146], [0.471, -3.895, 3.639], [-0.450, -1.831, 2.611], [1.050, 0.602, -2.300], [1.918, 1.199, -0.757], [2.314, 3.041, -0.893], [3.571, 3.193, -1.769], [2.602, 3.720, 0.456], [1.170, 3.777, -1.609], [3.392, 0.067, -0.410], [2.856, -1.329, -0.051], [4.244, -0.099, -1.684], [4.307, 0.601, 0.703], [1.727, 0.716, -3.150], [0.154, 1.184, -2.526], [0.795, -0.461, -2.261], [4.468, 2.829, -1.269], [3.724, 4.255, -1.978], [3.481, 2.683, -2.731], [3.446, 3.259, 0.972], [1.748, 3.714, 1.136], [2.863, 4.767, 0.277], [1.145, 3.534, -2.673], [1.322, 4.856, -1.524], [0.182, 3.550, -1.206], [2.447, -1.825, -0.933], [2.088, -1.308, 0.723], [3.678, -1.950, 0.319], [3.657, -0.445, -2.537], [5.006, -0.860, -1.491], [4.762, 0.814, -1.972], [3.775, 0.911, 1.602], [4.888, 1.454, 0.350], [5.021, -0.174, 0.997], [-2.535, -0.048, 1.955]]
}



[2]
{
  "formula": "C34H72F14N5O20S6Y",
  "method": "ωB97M-V/def2-TZVPD",
  "charge": 2,
  "total_energy_ev": -188911.866,
  "gap_ev": 7.4,
  "e_lumo_ha": -0.1555,
  "elements": ["Y", "N", "S", "O", "O", "F", "S", "O", "O", "F", "C", "C", "C", "C", "N", "C", "C", "C", "C", "C", "H", "H", "H", "H", "H", "H", "H", "H", "H", "H", "H", "H", "H", "H", "H", "H", "H", "H", "H", "H", "C", "C", "C", "C", "N", "C", "C", "C", "C", "C", "H", "H", "H", "H", "H", "H", "H", "H", "H", "H", "H", "H", "H", "H", "H", "H", "H", "H", "H", "H", "C", "O", "C", "C", "N", "H", "H", "C", "C", "O", "C", "H", "H", "H", "H", "H", "H", "H", "H", "H", "H", "H", "H", "H", "H", "C", "O", "C", "C", "N", "H", "H", "C", "C", "O", "C", "H", "H", "H", "H", "H", "H", "H", "H", "H", "H", "H", "H", "H", "H", "C", "F", "F", "F", "S", "O", "O", "O", "C", "F", "F", "F", "S", "O", "O", "O", "C", "F", "F", "F", "S", "O", "O", "O", "C", "F", "F", "F", "S", "O", "O", "O"],
  "coordinates": [[-2.686, 2.861, 1.082], [-1.774, 0.839, 0.722], [-0.586, 0.311, -0.220], [-0.809, -0.476, -1.405], [0.717, 0.298, 0.393], [-0.569, 1.779, -0.892], [-2.199, -0.695, 1.260], [-1.272, -1.776, 1.312], [-3.515, -1.020, 0.828], [-2.457, -0.325, 2.775], [-2.614, 0.682, -10.469], [-3.515, 1.455, -9.497], [-3.125, 1.191, -8.039], [-3.254, -0.285, -7.691], [-2.926, -0.604, -6.256], [-1.481, -0.394, -5.856], [-1.193, -1.459, -4.766], [-2.393, -2.423, -4.717], [-3.119, -2.084, -6.013], [-3.922, 0.060, -5.306], [-2.662, 1.149, -11.452], [-2.859, -0.377, -10.536], [-1.559, 0.773, -10.196], [-4.575, 1.223, -9.597], [-3.243, 2.506, -9.600], [-3.753, 1.836, -7.423], [-2.085, 1.508, -7.919], [-2.647, -0.910, -8.343], [-4.279, -0.596, -7.913], [-1.471, 0.653, -5.552], [-0.879, -0.504, -6.754], [-0.918, -1.037, -3.800], [-0.243, -1.913, -5.054], [-3.027, -2.243, -3.852], [-2.062, -3.457, -4.766], [-4.150, -2.417, -6.102], [-2.558, -2.535, -6.836], [-3.629, 0.070, -4.261], [-4.885, -0.362, -5.563], [-3.878, 1.110, -5.595], [3.805, 4.494, 4.505], [4.297, 3.809, 5.759], [4.152, 2.266, 5.693], [2.723, 1.804, 5.816], [2.512, 0.340, 5.419], [1.088, -0.137, 5.736], [0.365, -0.295, 4.426], [1.495, -0.760, 3.519], [2.702, 0.056, 3.923], [3.417, -0.543, 6.243], [4.047, 5.555, 4.518], [2.711, 4.447, 4.452], [4.125, 3.995, 3.591], [3.880, 4.263, 6.657], [5.371, 4.018, 5.788], [4.800, 1.814, 6.445], [4.566, 1.954, 4.727], [2.105, 2.299, 5.065], [2.368, 1.832, 6.843], [1.123, -1.069, 6.292], [0.661, 0.609, 6.406], [-0.464, -0.992, 4.495], [-0.017, 0.626, 3.984], [1.727, -1.809, 3.757], [1.260, -0.842, 2.461], [3.593, -0.567, 3.865], [2.831, 0.959, 3.331], [4.423, -0.351, 5.878], [3.140, -1.575, 6.046], [3.325, -0.375, 7.313], [1.194, -6.068, 2.458], [0.143, -5.972, 1.523], [-0.495, -4.711, 1.495], [-1.614, -4.812, 0.500], [-2.469, -6.012, 0.853], [-1.892, -6.853, 0.897], [-2.826, -5.796, 1.807], [-3.663, -6.362, 0.028], [-3.226, -6.839, -1.340], [-2.268, -7.852, -1.203], [-1.616, -8.265, -2.392], [1.747, -5.131, 2.568], [1.898, -6.858, 2.204], [0.734, -6.370, 3.407], [0.266, -3.947, 1.301], [-0.890, -4.470, 2.490], [-1.276, -5.047, -0.509], [-2.276, -3.950, 0.518], [-4.443, -5.602, -0.003], [-4.160, -7.140, 0.610], [-2.907, -5.952, -1.902], [-4.068, -7.306, -1.864], [-0.887, -9.000, -2.062], [-1.209, -7.402, -2.922], [-2.313, -8.797, -3.049], [3.345, 2.684, -2.992], [4.419, 2.915, -2.093], [5.490, 3.581, -2.713], [6.600, 3.697, -1.683], [6.777, 2.359, -0.985], [5.835, 1.934, -0.976], [7.358, 1.694, -1.492], [7.210, 2.416, 0.454], [6.033, 2.890, 1.267], [4.984, 1.975, 0.977], [3.683, 2.553, 0.965], [2.549, 2.189, -2.431], [3.609, 2.087, -3.864], [2.831, 3.609, -3.274], [5.345, 4.546, -3.204], [5.926, 2.958, -3.509], [6.457, 4.471, -0.936], [7.539, 3.861, -2.211], [8.146, 2.965, 0.546], [7.479, 1.400, 0.746], [5.731, 3.922, 1.059], [6.169, 2.881, 2.352], [3.442, 3.023, 1.919], [2.972, 1.754, 0.764], [3.547, 3.306, 0.184], [-4.645, 1.434, 4.958], [-5.211, 0.520, 5.721], [-4.965, 2.632, 5.432], [-3.317, 1.272, 4.995], [-5.302, 1.224, 3.178], [-4.215, 1.878, 2.377], [-5.403, -0.201, 2.925], [-6.552, 1.921, 3.186], [-0.727, 4.227, -2.885], [-0.283, 4.944, -3.900], [-1.267, 3.102, -3.413], [0.306, 3.835, -2.137], [-2.088, 5.069, -1.899], [-3.180, 5.132, -2.852], [-2.376, 4.142, -0.793], [-1.570, 6.350, -1.522], [0.208, 5.586, 2.729], [-0.056, 5.851, 3.990], [-0.495, 6.346, 1.925], [1.499, 5.784, 2.485], [-0.153, 3.767, 2.331], [-1.449, 3.396, 2.944], [-0.464, 3.767, 0.908], [0.993, 2.956, 2.687], [-2.960, -3.038, 4.660], [-2.767, -3.661, 5.821], [-3.460, -1.849, 4.962], [-1.778, -2.897, 4.045], [-4.177, -4.049, 3.608], [-4.430, -3.205, 2.445], [-3.446, -5.276, 3.257], [-5.307, -4.345, 4.461]]
}



[3]
{
  "formula": "C11H13F2N3O2S2SbSe4Zr",
  "method": "ωB97M-V/def2-TZVPD",
  "charge": -1,
  "total_energy_ev": -316500.458,
  "gap_ev": 6.5,
  "e_lumo_ha": 0.0704,
  "e_above_lowest_ev": 0.291,
  "elements": ["Zr", "C", "C", "N", "C", "C", "S", "C", "C", "S", "C", "N", "C", "H", "H", "H", "H", "H", "H", "H", "H", "Se", "Sb", "Se", "Se", "Se", "N", "C", "C", "O", "O", "H", "H", "H", "H", "F", "C", "F", "H"],
  "coordinates": [[0.289, 0.346, -0.050], [1.752, -0.301, 3.604], [0.272, -0.151, 3.537], [-0.444, -0.048, 2.453], [-1.788, -0.015, 2.730], [-2.105, -0.050, 4.052], [-0.672, -0.160, 4.975], [-2.725, -0.010, 1.615], [-4.076, -0.093, 1.716], [-4.767, -0.038, 0.159], [-3.204, 0.070, -0.550], [-2.233, 0.068, 0.330], [-3.087, 0.145, -2.026], [2.087, -0.893, 2.753], [2.035, -0.813, 4.523], [2.245, 0.670, 3.563], [-3.083, -0.029, 4.497], [-4.666, -0.188, 2.611], [-4.051, 0.404, -2.464], [-2.759, -0.822, -2.427], [-2.337, 0.878, -2.308], [2.503, -3.213, -2.824], [0.298, -2.388, -2.283], [0.161, -2.283, 0.261], [0.289, 0.138, -2.707], [-1.761, -3.302, -3.114], [2.598, -0.248, -0.692], [3.640, 0.449, 0.060], [3.013, 1.270, 1.182], [3.688, 1.878, 1.988], [1.713, 1.218, 1.204], [2.685, -1.260, -0.615], [2.659, -0.056, -1.686], [4.205, 1.130, -0.578], [4.362, -0.237, 0.504], [-0.841, 2.468, 1.031], [-0.707, 2.312, -0.381], [0.515, 2.959, -0.656], [-1.495, 2.908, -0.842]]
}



[4]
{
  "formula": "C2H2N2",
  "method": "ωB97M-V/def2-TZVPD",
  "charge": 0,
  "total_energy_ev": -5081.134,
  "gap_ev": [9.1, 8.7],
  "e_lumo_ha": [-0.0757, -0.0846],
  "e_above_lowest_ev": 4.052,
  "elements": ["C", "C", "N", "N", "H", "H"],
  "coordinates": [[-0.548, 2.559, 1.511], [-0.105, 0.256, -0.285], [-0.627, 3.098, 2.536], [-0.204, 1.469, -0.312], [-0.284, -0.509, -1.064], [0.020, -0.360, 0.549]]
}



[5]
{
  "formula": "C5H10O4",
  "method": "ωB97M-V/def2-TZVPD",
  "charge": 0,
  "total_energy_ev": -13534.829,
  "gap_ev": 9.8,
  "e_lumo_ha": -0.0027,
  "e_above_lowest_ev": 3.063,
  "elements": ["C", "C", "O", "C", "O", "C", "O", "H", "H", "H", "H", "H", "H", "H", "H", "C", "O", "H", "H"],
  "coordinates": [[-0.980, -0.315, -2.244], [-0.648, -0.530, -0.769], [-0.415, -1.885, -0.462], [0.556, 0.343, -0.396], [0.338, 1.679, -0.487], [1.572, -0.166, 0.621], [1.796, -0.149, -0.781], [-1.200, 0.735, -2.420], [-0.129, -0.603, -2.859], [-1.844, -0.916, -2.517], [-1.494, -0.223, -0.145], [0.320, -2.185, -1.015], [0.078, 2.012, 0.439], [2.198, 0.544, 1.150], [1.482, -1.159, 1.043], [-0.356, 0.679, 2.690], [-0.276, 1.755, 2.125], [-0.138, 0.578, 3.766], [-0.860, -0.194, 2.264]]
}



[6]
{
  "formula": "C29H29BF2IrN8OS5",
  "method": "ωB97M-V/def2-TZVPD",
  "charge": -1,
  "total_energy_ev": -107643.384,
  "gap_ev": [5.2, 5.2],
  "e_lumo_ha": [0.0697, 0.0697],
  "e_above_lowest_ev": 1.154,
  "elements": ["Ir", "C", "C", "N", "N", "C", "S", "S", "C", "C", "C", "C", "C", "C", "C", "C", "C", "C", "C", "C", "C", "O", "H", "H", "H", "H", "H", "H", "H", "H", "H", "H", "H", "H", "H", "H", "S", "C", "S", "C", "N", "N", "C", "C", "C", "C", "C", "C", "S", "H", "H", "H", "H", "H", "C", "C", "C", "C", "N", "C", "N", "N", "N", "H", "H", "H", "H", "H", "H", "H", "H", "H", "H", "F", "B", "F"],
  "coordinates": [[-0.343, -0.386, -0.036], [0.815, 0.132, 4.067], [0.499, -0.535, 2.746], [0.075, 0.223, 1.758], [-0.148, 1.552, 2.123], [-0.613, 2.294, 1.173], [-0.976, 1.728, -0.395], [-0.926, 4.001, 1.528], [0.363, 4.347, 2.766], [1.718, 4.589, 2.163], [2.164, 5.886, 1.929], [3.405, 6.120, 1.354], [4.217, 5.052, 0.999], [3.779, 3.754, 1.226], [2.541, 3.523, 1.805], [0.681, -1.978, 2.644], [0.872, -2.711, 3.843], [1.137, -4.056, 3.877], [1.260, -4.753, 2.666], [1.046, -4.101, 1.485], [0.670, -2.731, 1.427], [0.362, -2.261, 0.264], [1.224, 1.123, 3.897], [1.534, -0.451, 4.633], [-0.087, 0.262, 4.671], [0.374, 3.510, 3.461], [0.015, 5.235, 3.295], [1.530, 6.723, 2.199], [3.737, 7.136, 1.180], [5.184, 5.229, 0.545], [4.401, 2.913, 0.945], [2.192, 2.510, 1.966], [0.780, -2.196, 4.789], [1.258, -4.564, 4.825], [1.507, -5.809, 2.656], [1.129, -4.624, 0.543], [2.156, -6.941, -2.310], [1.051, -5.713, -2.468], [-0.623, -5.854, -2.016], [-0.893, -4.198, -2.492], [0.148, -3.609, -2.947], [1.236, -4.449, -2.908], [2.498, -3.828, -3.175], [2.780, -2.639, -2.519], [3.985, -2.005, -2.778], [4.890, -2.558, -3.674], [4.590, -3.750, -4.319], [3.386, -4.393, -4.074], [-2.484, -3.513, -2.347], [2.061, -2.232, -1.817], [4.214, -1.076, -2.272], [5.831, -2.060, -3.870], [5.294, -4.183, -5.018], [3.138, -5.324, -4.563], [-3.794, 3.224, -2.001], [-4.965, 2.986, -1.052], [-4.544, 3.176, 0.401], [-5.611, 1.618, -1.272], [-4.666, 0.510, -1.130], [-4.295, -0.188, -0.038], [-3.429, -1.097, -0.396], [-3.304, -0.915, -1.706], [-4.040, 0.035, -2.179], [-3.448, 4.254, -1.914], [-4.069, 3.039, -3.041], [-2.950, 2.577, -1.750], [-5.763, 3.699, -1.287], [-3.716, 2.508, 0.653], [-5.370, 2.988, 1.092], [-4.191, 4.193, 0.569], [-6.022, 1.527, -2.276], [-6.409, 1.446, -0.550], [-4.622, 0.017, 0.965], [-0.939, -1.142, -2.091], [-2.154, -1.615, -2.577], [-2.334, -1.202, -3.867]]
}



[7]
{
  "formula": "C4H8N2O",
  "method": "ωB97M-V/def2-TZVPD",
  "charge": 0,
  "total_energy_ev": -9305.133,
  "gap_ev": 10.6,
  "e_lumo_ha": 0.0366,
  "e_above_lowest_ev": 1.260,
  "elements": ["C", "C", "C", "N", "O", "C", "N", "H", "H", "H", "H", "H", "H", "H", "H"],
  "coordinates": [[1.395, 0.415, -0.869], [0.070, 0.178, -0.175], [0.210, 0.079, 1.350], [-0.772, -0.621, 1.973], [1.150, 0.591, 1.938], [-1.148, 0.750, -0.821], [-0.991, -0.690, -0.716], [1.227, 0.742, -1.898], [1.947, 1.203, -0.345], [2.025, -0.480, -0.873], [-1.396, -1.178, 1.410], [-0.682, -0.796, 2.963], [-1.960, 1.214, -0.272], [-0.998, 1.139, -1.829], [-0.803, -1.060, -1.643]]
}



[8]
{
  "formula": "C4H8O2",
  "method": "ωB97M-V/def2-TZVPD",
  "charge": 0,
  "total_energy_ev": -8368.217,
  "gap_ev": 8.9,
  "e_lumo_ha": 0.0341,
  "e_above_lowest_ev": 5.065,
  "elements": ["C", "C", "O", "C", "C", "O", "H", "H", "H", "H", "H", "H", "H", "H"],
  "coordinates": [[0.273, 1.721, 0.514], [-0.704, 0.463, -1.451], [0.783, 0.506, -0.076], [0.574, -0.745, 0.578], [-0.543, -1.476, -0.207], [-1.358, -0.422, -0.682], [-0.815, 1.707, 0.652], [0.503, 2.509, -0.208], [0.795, 1.894, 1.457], [0.050, -0.078, -2.063], [1.517, -1.300, 0.527], [0.298, -0.606, 1.628], [-1.142, -2.141, 0.422], [-0.135, -2.045, -1.053]]
}